91
Properties=species:S:1:pos:R:3:lowdin_charge:R:1 method="wB97M-V/def2-TZVPD" smiles="COC[C@H](C)N.COC[C@H](C)N.COC[C@H](C)N.NC(N)=O.NC(N)=O.NC(N)=O.NC(N)=O.NC(N)=O" lumo_energy_ev=0.69 homo_ev=-8.4 de_lowest_ev=0.403 total_energy_ha=-1993.419576 spin_multiplicity=1
C 3.926 10.000 25.215 -0.084
C 4.125 9.441 23.825 -0.437
C 5.659 9.238 23.619 -0.231
O 5.973 8.806 22.365 -0.182
C 6.225 9.773 21.423 -0.120
N 3.374 8.196 23.595 0.057
H 2.833 10.045 25.366 0.078
H 4.253 11.019 25.252 0.063
H 4.351 9.339 26.032 0.099
H 3.817 10.206 23.110 0.133
H 6.008 8.568 24.368 0.111
H 6.054 10.301 23.836 0.147
H 6.321 9.279 20.501 0.061
H 7.106 10.362 21.654 0.090
H 5.356 10.462 21.299 0.100
H 3.827 7.458 24.170 0.088
H 3.479 7.995 22.617 0.016
C 4.381 5.114 22.033 -0.057
C 5.581 5.121 21.185 -0.441
C 5.479 3.867 20.317 -0.263
O 5.487 2.765 21.143 -0.197
C 5.576 1.554 20.424 -0.106
N 5.591 6.262 20.279 0.055
H 3.548 4.788 21.364 0.100
H 4.164 6.135 22.316 0.052
H 4.425 4.499 22.868 0.065
H 6.522 5.133 21.770 0.150
H 6.424 3.734 19.728 0.121
H 4.619 3.859 19.556 0.147
H 4.741 1.371 19.744 0.088
H 5.643 0.740 21.130 0.081
H 6.527 1.590 19.864 0.088
H 6.538 6.432 19.948 0.079
H 5.088 7.109 20.591 0.045
C 2.264 6.033 17.266 -0.048
C 1.744 7.055 16.261 -0.417
C 2.686 7.064 14.975 -0.197
O 2.391 8.173 14.141 -0.202
C 3.516 8.639 13.373 -0.084
N 0.324 6.874 15.901 0.017
H 2.955 6.528 17.979 0.058
H 2.748 5.165 16.683 0.113
H 1.454 5.638 17.841 0.053
H 1.839 8.076 16.662 0.126
H 2.517 6.174 14.389 0.119
H 3.691 7.171 15.393 0.097
H 4.410 8.517 13.971 0.058
H 3.384 9.716 13.189 0.089
H 3.550 8.207 12.374 0.081
H 0.220 7.418 15.007 0.097
H 0.169 5.870 15.732 0.087
C -0.537 10.119 17.709 -0.639
O -0.033 10.851 18.550 -0.017
N -0.953 10.680 16.541 0.161
N -0.783 8.789 18.011 0.148
H -1.750 10.278 15.985 0.134
H -0.867 11.643 16.492 0.071
H -0.675 8.109 17.248 0.053
H -0.239 8.550 18.847 0.076
C -1.502 4.926 19.208 -0.640
O -0.844 3.945 19.573 -0.013
N -2.675 4.709 18.485 0.134
N -1.281 6.178 19.662 0.184
H -3.069 3.825 18.209 0.095
H -3.387 5.423 18.529 0.083
H -0.578 6.329 20.330 0.039
H -1.799 6.998 19.337 0.095
C 5.168 9.262 17.206 -0.719
O 4.977 10.421 17.466 0.035
N 5.999 8.931 16.213 0.149
N 4.610 8.262 17.910 0.194
H 6.714 8.184 16.298 0.128
H 6.319 9.738 15.739 0.090
H 4.594 7.311 17.681 0.055
H 4.272 8.520 18.833 0.046
C 0.894 5.647 22.693 -0.626
O 0.625 6.627 21.968 -0.035
N 0.745 4.407 22.192 0.155
N 1.377 5.704 24.009 0.147
H 1.079 3.512 22.605 0.129
H 0.478 4.342 21.189 0.084
H 1.141 4.959 24.624 0.080
H 1.537 6.641 24.405 0.090
C 2.508 9.500 20.184 -0.682
O 3.431 8.711 20.425 -0.040
N 1.266 9.312 20.689 0.159
N 2.662 10.552 19.395 0.184
H 0.619 10.139 20.668 0.122
H 1.085 8.542 21.361 0.079
H 1.775 10.923 18.948 0.094
H 3.502 10.743 18.847 0.077